# C23H32AuN4O6

A molecular structure, C23H32AuN4O6 at a distorted geometry (ωB97M-V/def2-TZVPD, the Open Molecules 2025 dataset).

## Properties
Net charge: +1
Electronic energy (a.u.): -1701.5290
E_HOMO (alpha / beta) (eV): -11.4 / -11.7
Spin multiplicity: 3
Strongest force on any atom (eV/Å): 1.6
Orbital gap (alpha / beta) (eV): 7.87 / 5.72
Relative energy (zero: lowest compared OMol25 entry of this formula, charge and spin) (eV): 0.5848
Molecular weight (g/mol): 657.5

XYZ file:
```
66
C23H32AuN4O6 | the Open Molecules 2025 dataset | ωB97M-V/def2-TZVPD
Au -0.056 -0.009 -0.105
C 4.246 -0.215 0.684
C 2.817 0.021 1.095
O 2.044 0.382 0.209
C 2.461 -0.135 2.521
C 3.470 -0.081 3.469
C 3.212 -0.096 4.838
C 1.894 -0.179 5.305
C 0.859 -0.214 4.417
C 1.085 -0.231 2.991
O 0.087 -0.377 2.250
H 4.277 -0.300 -0.397
H 4.643 -1.121 1.139
H 4.861 0.633 0.995
H 4.496 0.022 3.145
H 4.031 -0.018 5.539
H 1.698 -0.205 6.369
H -0.167 -0.304 4.749
N -2.879 0.500 0.609
C -4.185 0.334 0.372
C -4.310 -0.058 -0.944
C -3.002 -0.129 -1.426
N -2.146 0.220 -0.475
H -2.422 0.694 1.483
H -4.931 0.516 1.126
H -5.218 -0.282 -1.474
H -2.659 -0.399 -2.411
C -0.166 2.476 -2.303
C 0.278 3.178 -1.037
O -0.095 2.421 0.129
C 0.355 3.024 1.345
C -0.651 4.027 1.883
H 0.227 3.004 -3.170
H -1.253 2.445 -2.368
H 0.219 1.454 -2.324
H -0.199 4.159 -0.970
H 1.364 3.318 -1.040
H 1.328 3.496 1.177
H 0.492 2.217 2.062
H -0.748 4.888 1.222
H -0.323 4.379 2.861
H -1.630 3.560 1.988
C -2.119 -4.404 -2.066
C -2.308 -4.899 -0.633
C -1.206 -4.427 0.342
C -1.493 -4.923 1.771
C -0.446 -4.452 2.778
C 0.113 -5.012 -0.115
O 0.339 -6.196 -0.091
N 1.063 -4.120 -0.573
C 0.929 -2.749 -0.642
O 1.832 -2.052 -1.079
N -0.245 -2.197 -0.193
C -1.272 -2.883 0.370
O -2.240 -2.352 0.879
H -2.949 -4.739 -2.686
H -1.199 -4.794 -2.505
H -2.089 -3.313 -2.110
H -2.308 -5.991 -0.621
H -3.263 -4.551 -0.239
H -1.520 -6.013 1.752
H -2.476 -4.551 2.053
H 0.543 -4.846 2.533
H -0.706 -4.801 3.777
H -0.391 -3.360 2.809
H 1.933 -4.503 -0.913
```